Entry 1:
123
Properties=species:S:1:pos:R:3 method="wB97M-V/def2-TZVPD" multiplicity=1 smiles="O=C1C=CC(=O)C=C1.O=C1C=CC(=O)C=C1.O=C1C=CC(=O)C=C1.O=C1C=CC(=O)C=C1.O=C1C=CC(=O)C=C1.O=C1C=CC(=O)C=C1.COC[C@H](C)N.COC[C@H](C)N.COC[C@H](C)N" homo_lumo_gap_ev=7.19 total_energy_ha=-3155.76376 e_homo_ev=-9.086
O -1.562 4.038 0.310
O 0.079 5.992 2.710
O 0.787 3.971 -2.079
O -1.997 -6.177 -3.380
O 0.025 -0.130 1.642
O -0.006 2.291 -6.032
O 4.253 0.129 -1.264
O -3.881 1.973 -1.225
O -3.348 8.908 -0.342
O -1.362 -2.826 7.215
O -1.048 -6.040 0.687
O -3.471 -1.773 -1.028
O 3.014 -1.490 3.095
O 3.420 2.400 4.555
O -0.220 -1.193 -3.280
N 0.203 -2.475 3.979
N -0.097 -1.168 -7.393
N 1.988 -1.953 0.294
C -0.543 -2.382 -3.338
C -3.275 -2.705 -0.288
C -3.731 -4.011 -0.787
C -0.939 6.383 0.004
C -1.684 -3.742 1.149
C -3.085 1.234 0.821
C 0.506 -0.089 -6.590
C 0.617 3.688 2.829
C 3.789 -0.494 3.716
C -1.293 2.537 -5.553
C 2.725 1.068 -2.824
C 3.903 -3.658 0.089
C 3.750 -2.078 2.108
C 1.479 2.805 3.322
C -0.425 -2.108 5.203
C -2.907 7.776 -0.214
C 2.534 1.481 -0.266
C -1.475 -3.706 8.313
C -2.446 -2.687 0.941
C -3.768 6.600 -0.440
C 1.990 2.136 -2.992
C 2.043 -0.181 -6.664
C -2.094 -4.003 -4.349
C -0.824 0.296 -0.562
C -3.254 5.360 -0.442
C 2.588 3.270 4.202
C 0.058 1.313 -7.070
C 0.846 5.126 3.143
C 3.241 0.785 -1.479
C -2.022 0.938 1.574
C 1.803 2.529 -0.496
C -0.908 -3.351 6.008
C -1.443 7.598 -0.045
C 2.922 -2.827 1.007
C -1.581 -2.782 -4.325
C -1.515 -5.052 -3.415
C -1.816 -5.130 0.412
C 1.511 2.999 -1.873
C -1.783 0.845 -1.327
C -1.865 5.169 -0.037
C -1.660 -1.245 4.917
C -2.956 1.372 -0.619
C -0.266 -4.696 -2.590
C 2.070 5.573 3.812
C 0.159 -3.446 -2.566
C -3.057 -5.127 -0.488
C -0.855 0.344 0.930
C 2.829 4.653 4.438
H -0.122 -4.078 6.165
H -4.555 -4.034 -1.518
H -1.959 -1.487 3.875
H 2.531 -1.348 -0.336
H -0.942 -3.672 1.956
H 4.283 -1.246 1.523
H 0.262 -1.096 -8.309
H 4.448 -2.818 2.534
H -1.961 -2.046 -5.007
H -2.320 -1.765 1.456
H 0.948 -3.168 4.145
H 0.740 1.668 -7.820
H -0.922 1.270 -7.609
H -2.238 -4.487 8.087
H 0.138 -5.487 -1.942
H 0.051 -0.205 -0.995
H 2.793 1.061 0.633
H 2.505 0.750 -6.266
H 1.346 1.763 3.240
H 1.449 -1.361 0.945
H -0.860 8.511 -0.131
H 1.694 2.373 -4.042
H 0.857 -1.783 3.607
H -1.807 0.926 -2.391
H 4.678 -0.974 4.158
H 4.491 -4.394 0.649
H 0.090 6.144 0.210
H -1.971 3.180 -6.272
H 3.722 5.002 4.978
H -3.850 4.476 -0.659
H 2.316 -3.580 1.502
H -3.323 -6.122 -0.839
H 2.309 -0.309 -7.731
H -1.728 -3.822 5.453
H 1.050 -3.133 -2.005
H -0.510 -4.231 8.473
H -1.489 -0.186 5.133
H -1.950 1.032 2.667
H 0.131 -2.075 -7.060
H -2.928 -4.385 -4.947
H 2.103 6.668 3.878
H 1.308 3.024 0.336
H 0.170 -1.614 5.911
H -1.186 3.194 -4.661
H 4.189 0.223 2.944
H 4.591 -2.951 -0.448
H -4.059 1.481 1.229
H -1.769 -3.083 9.132
H 0.258 -0.146 -5.528
H -4.845 6.752 -0.712
H 3.329 -4.184 -0.625
H -0.248 3.438 2.203
H -2.445 -1.501 5.609
H 3.177 0.057 4.393
H -1.841 1.612 -5.205
H 2.405 -1.090 -6.105
H 2.797 0.401 -3.624



Entry 2:
116
Properties=species:S:1:pos:R:3 method="wB97M-V/def2-TZVPD" multiplicity=1 homo_lumo_gap_ev=6.91 total_energy_ha=-3277.36751 charge=+1 e_homo_ev=-10.487
S -1.691 4.408 2.013
P -0.861 2.519 1.292
F 9.147 0.724 -2.713
F 8.426 -0.968 4.086
F -5.348 -1.772 4.445
F -5.476 -2.584 -2.573
F -10.996 -2.400 -5.814
O -3.457 2.052 -0.058
O -1.263 1.340 -1.337
C -0.709 1.228 2.692
C 8.313 1.452 -3.467
C -2.559 -1.522 3.703
C 1.288 -2.055 0.562
C -6.764 0.143 -4.586
C -6.637 0.956 2.432
C -6.182 -1.043 3.690
C -7.907 0.466 2.127
C 7.923 0.265 0.289
C -0.868 -3.140 2.048
C -5.771 0.200 3.222
C 3.321 2.606 1.540
C 0.871 -0.589 1.180
C 8.724 2.696 -3.935
C -1.272 -1.648 2.658
C -8.035 -0.347 -4.891
C 7.006 2.403 1.780
C 8.811 -0.171 7.603
C -13.120 -5.335 -5.661
C 0.378 -3.351 0.995
C 10.931 0.122 6.471
C 7.051 0.953 -3.770
C -12.425 -4.193 -5.264
C -6.309 -1.856 -3.328
C 10.164 0.167 7.638
C 1.912 3.447 1.611
C -0.393 -0.302 2.198
C -12.258 -5.078 -7.909
C 8.220 -0.550 6.398
C -8.441 -1.594 -4.412
C -11.659 -3.500 -6.195
C -11.572 -3.929 -7.514
C 7.653 0.875 1.806
C -5.899 -0.612 -3.796
C -8.314 -0.782 2.606
C 4.624 3.523 1.076
C 6.588 2.961 -5.031
C 8.992 -0.598 5.242
C -7.571 -2.355 -3.631
C 9.185 -0.820 0.397
C -4.156 1.023 -0.847
C 5.795 2.422 0.629
C 0.817 2.996 0.470
C -7.444 -1.543 3.387
C -13.033 -5.778 -6.983
C 7.858 3.452 -4.725
C 6.181 1.714 -4.551
C 10.342 -0.268 5.268
B -1.993 1.899 -0.171
H 8.695 0.982 2.350
H -2.440 4.125 3.167
H 1.428 3.226 2.657
H -1.765 1.214 3.249
H -4.457 1.440 -1.911
H -6.321 1.925 2.054
H 0.575 3.946 -0.208
H 7.167 -0.808 6.351
H -8.585 1.056 1.514
H 8.174 4.421 -5.103
H 10.924 -0.317 4.353
H 5.351 1.336 0.624
H 5.910 3.552 -5.644
H -7.739 -2.517 3.762
H -2.112 -1.635 4.803
H 0.681 -4.396 0.509
H 3.210 1.765 0.734
H 6.992 -0.349 -0.125
H 8.775 -1.865 0.787
H 5.190 1.336 -4.787
H 2.210 -2.095 -0.192
H -6.449 1.113 -4.964
H 9.777 -0.919 -0.610
H -10.972 -3.368 -8.223
H -12.188 -5.426 -8.937
H -3.551 0.016 -0.976
H -1.486 -4.116 2.351
H 6.756 -0.022 -3.396
H -5.156 0.775 -0.274
H -13.728 -5.880 -4.943
H 4.369 4.271 0.194
H -12.474 -3.839 -4.240
H 9.938 -0.422 1.204
H -9.433 -1.972 -4.648
H 5.003 4.088 2.046
H 6.988 0.104 2.418
H 10.625 0.467 8.577
H 7.790 3.245 1.562
H -3.103 -0.485 3.641
H 6.444 2.538 2.818
H -8.712 0.244 -5.504
H 2.049 4.616 1.520
H -7.866 -3.330 -3.257
H -13.572 -6.671 -7.292
H 11.984 0.390 6.500
H -3.304 -2.439 3.559
H -9.305 -1.160 2.370
H 8.217 -0.139 8.513
H 3.522 2.174 2.629
H 8.201 1.114 -0.477
H -4.911 -0.243 -3.541
H 6.199 2.640 -0.453
H 9.712 3.066 -3.681
H -4.783 0.570 3.477
H -1.415 0.340 -1.399
H 0.079 1.492 3.524
H 1.533 0.330 0.865
H 1.219 2.176 -0.287



Entry 3:
116
Properties=species:S:1:pos:R:3 method="wB97M-V/def2-TZVPD" multiplicity=1 homo_lumo_gap_ev=8.73 total_energy_ha=-3991.55151 charge=+2 de_lowest_ev=0.0000 e_homo_ev=-13.176
Ca -1.191 0.238 -0.797
S 1.697 1.056 -1.171
P 1.492 -1.992 -0.519
P 0.429 1.419 1.677
O 1.668 2.348 -1.906
O -3.098 0.808 1.649
N -2.723 -1.880 -0.819
N -1.441 -0.689 -2.898
N -3.629 1.101 -1.312
N -1.134 2.288 -2.080
C -1.296 1.257 -4.426
C -4.127 -2.042 -1.248
C 4.440 -1.886 2.367
C 1.711 -4.743 0.196
C 1.161 -4.265 -2.092
C 4.180 1.495 -0.024
C -1.015 5.756 0.891
C 4.499 1.935 2.305
C 0.513 2.582 4.261
C -1.547 -2.157 -2.969
C 2.723 -1.427 -1.764
C -0.717 -0.104 -4.050
C 0.661 4.055 0.549
C 2.428 -1.927 1.051
C 1.479 -3.810 -0.809
C 0.350 2.566 5.636
C -4.846 0.362 -1.675
C 1.106 -5.620 -2.372
C 1.356 -6.543 -1.365
C 2.822 1.340 0.208
C -3.069 -1.360 2.686
C 3.695 -2.034 3.528
C 2.711 -0.074 -2.124
C -0.446 0.303 5.524
C 3.632 -2.256 -2.420
C -0.275 0.317 4.146
C -3.381 0.109 2.879
C -0.126 1.425 6.272
C -0.083 3.156 1.308
C 3.814 -1.841 1.131
C 4.369 -0.421 -3.806
C 1.655 -6.102 -0.087
C -0.864 2.422 -3.537
C 2.313 -2.137 3.455
C -3.582 2.409 -1.972
C -1.309 3.572 1.840
C 4.449 -1.753 -3.422
C -1.774 4.860 1.634
C 0.217 1.447 3.502
C 5.021 1.807 1.028
C 3.500 0.431 -3.143
C -1.831 -2.760 -1.587
C 3.138 1.793 2.530
C -5.033 -0.892 -0.830
C 0.193 5.350 0.349
C 1.684 -2.071 2.222
C 2.264 1.528 1.479
C -2.276 3.100 -1.627
H -4.426 3.048 -1.687
H -6.067 -1.222 -0.933
H 0.590 3.448 6.214
H -0.610 -2.563 -3.346
H -0.798 -0.765 -4.918
H -1.862 2.894 2.479
H -0.296 2.680 -1.644
H -3.690 1.268 -0.308
H -2.323 -2.458 -3.680
H 1.953 -4.420 1.200
H -2.766 0.522 3.683
H 0.603 -2.168 2.154
H -4.781 0.086 -2.734
H 0.867 3.484 3.779
H 3.429 1.482 -3.399
H 1.853 -6.818 0.700
H 0.998 -3.550 -2.890
H -4.868 -0.651 0.224
H -2.387 1.165 -4.464
H -1.340 3.334 -3.910
H -2.679 -2.156 0.158
H 0.210 2.544 -3.653
H -2.714 5.173 2.070
H -2.204 3.219 -0.539
H -2.060 -1.469 2.278
H -0.527 -0.561 3.565
H 5.519 -1.818 2.423
H 0.347 -0.019 -3.805
H -4.432 0.244 3.142
H 4.581 1.371 -1.021
H -0.832 -0.582 6.015
H 4.994 -0.046 -4.605
H -2.256 4.101 -2.066
H -3.118 -1.877 3.643
H 5.147 -2.416 -3.917
H -4.142 -2.114 -2.338
H 5.156 2.153 3.137
H -0.250 1.416 7.346
H -0.900 -2.854 -1.037
H 6.082 1.927 0.853
H 1.737 -2.275 4.360
H 3.700 -3.299 -2.145
H -3.789 -1.824 2.011
H 4.191 -2.079 4.488
H -4.527 -2.987 -0.867
H -2.245 -3.767 -1.711
H -1.360 6.772 0.753
H -0.972 1.505 -5.438
H -3.641 2.261 -3.052
H -5.729 1.003 -1.575
H 4.406 -1.757 0.228
H 0.871 -5.956 -3.373
H -2.391 -0.318 -2.952
H 1.605 3.759 0.112
H -3.300 1.739 1.802
H 1.326 -7.603 -1.582
H 0.793 6.051 -0.217
H 2.768 1.889 3.539



Entry 4:
118
Properties=species:S:1:pos:R:3 method="wB97M-V/def2-TZVPD" multiplicity=1 homo_lumo_gap_ev="4.26 / 4.26" total_energy_ha=-8654.23274 charge=+1 de_lowest_ev=1.7556 e_homo_ev="-8.616 / -8.614"
Tl 0.710 -0.493 2.389
Te -3.478 -1.296 -1.027
Br 3.182 -2.272 3.753
As 1.981 1.744 0.095
S -1.404 -0.145 0.176
S 0.227 -0.429 5.211
Si -4.762 1.886 -0.861
Si -2.918 -2.591 -3.995
N 0.169 -2.824 0.763
N -1.372 -2.250 3.261
N 3.373 -1.230 1.210
C -6.467 2.715 -1.011
C -0.606 5.059 0.463
C 4.619 2.698 -0.037
C 5.014 3.379 2.371
C 2.467 2.455 2.965
C -2.945 -0.911 -3.052
C 6.106 2.819 -1.919
C -2.058 -2.735 2.074
C 0.230 -0.253 -1.935
C 1.382 -2.679 -1.356
C 3.873 1.997 -2.224
C -4.499 -3.560 -3.560
C -1.172 -3.370 0.983
C 0.871 3.895 -1.568
C 3.612 2.205 -0.881
C 5.717 -2.522 0.481
C 0.433 -2.178 -0.462
C -1.478 -0.357 4.843
C 5.114 2.323 -2.750
C 0.181 3.951 0.723
C 5.167 -2.724 1.736
C -1.354 -3.495 -3.396
C -4.246 -0.210 4.542
C 4.005 -2.035 2.048
C -3.589 0.734 5.314
C 2.928 2.396 1.662
C 1.736 -1.999 -2.506
C 3.262 2.993 3.966
C 1.186 -3.773 1.197
C -2.222 0.645 5.470
C -5.178 -0.001 -1.035
C 5.868 3.001 -0.568
C 1.182 -0.764 -2.792
C -0.995 -3.334 4.165
C -0.659 5.586 -0.816
C -3.590 2.417 -2.267
C 0.079 4.999 -1.831
C -2.135 -1.268 3.991
C -2.845 -2.213 -5.851
C -0.178 -0.955 -0.802
C 3.904 -1.063 0.007
C 4.530 3.460 3.665
C 4.226 2.838 1.363
C 5.631 -1.384 -1.775
C -3.519 -1.193 3.891
C 0.941 3.369 -0.283
C 5.086 -1.664 -0.415
C -3.952 2.093 0.850
H 1.061 -4.763 0.744
H -1.058 -4.433 1.209
H -5.322 -0.188 4.444
H -5.391 -2.971 -3.756
H -1.748 -3.312 0.045
H 5.314 2.180 -3.802
H -4.392 2.921 1.396
H -0.461 -2.977 -3.734
H 0.218 3.544 1.726
H -3.658 -0.204 -3.466
H 4.903 -1.649 -2.539
H -7.147 2.368 -0.237
H 6.626 -3.036 0.203
H 0.040 5.405 -2.833
H -2.574 -1.872 1.642
H 6.543 -1.944 -1.956
H -1.271 6.451 -1.021
H 5.616 -3.395 2.451
H 3.102 1.578 -2.864
H -6.930 2.504 -1.971
H -1.302 -3.550 -2.311
H -2.699 1.799 -2.304
H -2.814 -3.495 2.326
H 3.350 -0.422 -0.668
H -4.140 1.526 5.797
H -4.056 -1.918 3.297
H -5.784 -0.331 -0.195
H -0.443 -2.918 5.004
H -2.687 -3.129 -6.408
H 2.451 -2.439 -3.182
H 6.656 3.372 0.069
H 1.461 3.452 -2.364
H 1.844 -3.634 -1.173
H -4.069 1.203 1.467
H -6.389 3.792 -0.918
H -3.253 3.437 -2.119
H -2.036 -1.534 -6.097
H 5.143 3.898 4.440
H 2.894 3.044 4.979
H -1.880 -3.851 4.552
H 1.468 2.106 3.220
H -4.568 -4.462 -4.161
H -5.725 -0.219 -1.951
H 6.006 3.745 2.149
H -0.358 -4.055 3.660
H 7.072 3.069 -2.328
H -1.176 5.512 1.262
H -1.953 -0.469 -3.059
H -3.769 -1.770 -6.206
H 1.128 -3.881 2.278
H 1.481 -0.216 -3.671
H -4.070 2.380 -3.239
H 2.175 -3.405 0.949
H -1.695 1.353 6.092
H -1.315 -4.508 -3.780
H 5.842 -0.321 -1.878
H -4.526 -3.860 -2.514
H -0.220 0.712 -2.119
H -2.888 2.293 0.767